Entry 1:
{"formula": "C13H24CaF8N4O28S8", "method": "ωB97M-V/def2-TZVPD", "homo_lumo_gap_ev": [2.198, 8.362], "multiplicity": 2, "homo_energy_ha": [0.115, -0.105], "charge": -3, "elements": ["N", "O", "S", "O", "C", "O", "O", "S", "Ca", "H", "C", "C", "N", "C", "C", "H", "H", "H", "O", "H", "H", "S", "F", "F", "F", "F", "O", "O", "O", "S", "H", "H", "H", "C", "O", "H", "H", "O", "F", "O", "H", "S", "O", "H", "F", "O", "H", "O", "O", "C", "H", "N", "O", "O", "O", "C", "C", "O", "O", "H", "C", "S", "S", "O", "C", "H", "H", "N", "C", "H", "O", "H", "H", "O", "H", "O", "O", "F", "F", "H", "S", "C", "O", "O", "O", "H"], "coordinates": [[-2.21, -4.63, 1.45], [-4.41, 2.90, 4.48], [-3.85, 1.21, 1.81], [-4.73, 0.79, -1.92], [0.40, -0.55, 5.02], [-2.64, 0.77, 1.08], [-3.14, -2.62, 3.05], [-3.46, 1.76, 4.19], [-0.96, -0.04, -0.47], [1.34, -0.14, 5.39], [4.41, -1.87, 1.65], [1.08, 2.82, 3.20], [-2.53, -0.20, -2.02], [4.00, 1.22, -1.31], [0.51, 0.40, 2.81], [2.03, 3.48, -0.68], [5.02, -0.97, 1.67], [1.28, 4.29, 0.79], [3.20, 1.88, -2.34], [4.82, -3.65, 0.40], [3.67, 1.60, -0.34], [-0.38, -3.38, -2.62], [-3.96, -3.28, 0.87], [-1.10, 1.05, -3.40], [-5.01, 0.25, 1.27], [-3.40, 0.92, 5.61], [0.11, 0.40, 1.64], [-3.22, 1.39, -4.18], [0.25, -3.98, 1.38], [-2.58, -2.97, 1.72], [2.13, 5.25, -0.41], [-0.27, 0.22, 5.42], [3.11, 2.67, -4.52], [1.90, 1.53, -2.56], [1.23, 0.80, -1.85], [2.33, 4.06, -3.90], [0.95, 3.42, 4.10], [0.35, -0.70, 3.57], [-4.12, -1.18, -0.75], [0.28, 4.58, -0.88], [-3.21, 3.24, -0.46], [-4.00, -0.43, -2.18], [-2.04, 2.08, 4.01], [-2.97, 2.64, -2.14], [0.93, -2.65, -3.34], [1.28, 2.27, -3.64], [3.96, 0.13, -1.30], [-0.94, -4.18, 3.59], [-1.96, -0.73, -4.69], [-2.98, 3.52, -1.49], [5.84, -0.90, -0.55], [-4.00, 0.60, 3.41], [-2.84, -4.17, -1.89], [-2.89, -5.59, -3.94], [3.06, -1.43, 1.54], [5.81, -1.97, -0.36], [2.13, 3.12, -4.41], [-0.74, -2.31, -1.77], [-1.71, 4.20, -1.50], [0.17, -1.55, 5.40], [1.53, 4.35, -0.27], [-0.86, -4.58, 2.18], [-2.43, -4.36, -3.27], [-4.63, -1.40, -3.04], [-0.64, 3.63, -0.91], [-3.82, 4.17, -1.72], [4.73, -2.51, 2.47], [-1.09, -3.55, -3.97], [4.62, -2.58, 0.37], [0.40, 2.96, 2.36], [1.36, -1.49, -0.02], [6.71, -2.17, 0.23], [1.73, 3.42, -5.38], [3.45, -2.40, -0.31], [6.08, -2.51, -1.26], [-4.44, 2.52, 1.54], [-0.60, 2.48, -0.42], [-0.58, -6.16, 2.36], [-3.35, -3.26, -3.96], [2.04, 3.07, 2.76], [-2.44, 0.25, -3.73], [2.50, -1.77, 0.45], [1.11, 1.41, 3.57], [-1.91, -1.97, 0.88], [0.25, -4.53, -2.11], [5.02, 1.53, -1.54]]}

=====

Entry 2:
{"formula": "C13H24Cl2F6NO7S2SbTi", "method": "ωB97M-V/def2-TZVPD", "homo_lumo_gap_ev": [8.049, 9.567], "e_above_lowest_kcal_mol": 0.0, "multiplicity": 3, "homo_energy_ha": [-0.305, -0.348], "elements": ["H", "H", "H", "F", "C", "H", "N", "Ti", "H", "C", "Cl", "Cl", "F", "H", "H", "O", "H", "C", "H", "H", "C", "Sb", "H", "C", "C", "H", "H", "S", "O", "C", "H", "O", "O", "S", "F", "C", "F", "O", "H", "H", "F", "C", "H", "H", "F", "H", "H", "O", "C", "H", "H", "C", "C", "C", "O", "H", "H"], "coordinates": [[-1.49, -3.21, -1.67], [3.21, -1.66, -1.99], [4.25, -2.72, 0.04], [-4.83, 3.02, 0.90], [1.09, 0.24, -3.78], [2.17, 0.21, -3.59], [-3.86, 0.31, 1.72], [-0.34, 0.30, 0.58], [0.67, 1.06, -3.20], [2.62, 3.31, 1.12], [0.43, 2.64, 4.19], [0.18, -1.17, 2.31], [-3.15, 2.44, -0.34], [3.49, 3.00, 1.70], [-0.64, -1.05, -3.66], [-3.42, 2.08, 3.39], [1.83, 3.62, 1.80], [-3.52, 2.84, 0.88], [4.11, 1.35, -0.12], [2.89, 4.16, 0.50], [-4.64, -0.94, -0.50], [0.61, -1.60, -1.37], [3.55, 2.47, -1.38], [3.25, 1.68, -0.70], [2.15, 2.18, 0.23], [0.57, -4.38, 0.31], [-0.90, -3.52, 0.77], [-3.39, -0.89, 0.85], [0.97, 3.64, -1.26], [0.42, -1.09, -3.44], [2.61, -3.30, -1.81], [-3.46, -2.16, 1.50], [-1.59, 1.41, 1.89], [-3.03, 1.58, 2.12], [-4.31, -1.90, -1.35], [-0.47, -3.44, -1.37], [-5.84, -1.20, 0.02], [-2.15, -0.63, 0.10], [-0.39, 0.41, 4.46], [2.65, -3.01, 0.72], [-2.91, 3.99, 1.16], [2.62, -2.32, -1.34], [0.96, 0.48, -4.84], [2.89, 0.83, -1.29], [-4.68, 0.22, -1.14], [-1.06, 1.64, 5.76], [-1.01, -5.08, -0.05], [-0.07, 1.78, -0.56], [-0.45, -4.14, -0.01], [1.87, 1.17, 1.96], [-0.02, -4.06, -2.15], [-0.40, 1.37, 4.95], [3.22, -2.36, 0.06], [0.95, 2.63, -0.62], [1.70, 1.05, 1.02], [0.85, -1.92, -4.01], [3.22, -1.37, 0.52]]}

=====

Entry 3:
{"formula": "C13H24Cl2N2OTi", "method": "ωB97M-V/def2-TZVPD", "homo_lumo_gap_ev": [6.780, 7.446], "e_above_lowest_kcal_mol": 0.0, "homo_energy_ha": [-0.251, -0.266], "elements": ["H", "H", "Cl", "C", "H", "C", "Ti", "H", "H", "N", "H", "H", "H", "H", "C", "C", "H", "H", "C", "C", "C", "H", "H", "H", "C", "O", "H", "H", "H", "H", "N", "H", "H", "H", "H", "Cl", "H", "C", "C", "C", "H", "C", "C"], "coordinates": [[3.40, 1.26, -0.24], [0.96, -1.72, 4.28], [1.59, 1.54, 1.86], [-1.19, -1.76, 4.24], [1.73, -1.82, 0.71], [-1.59, -0.38, 3.77], [0.87, 1.00, -0.33], [-0.75, 1.20, -5.21], [2.37, 0.05, -3.36], [0.33, -1.79, 2.31], [0.78, -1.05, -1.77], [1.04, -0.53, -4.36], [-1.95, -2.48, 3.92], [0.27, -3.27, 3.75], [-0.79, 0.40, -2.15], [1.30, 0.17, -3.55], [-1.83, 2.20, -2.65], [-1.50, -0.07, -1.46], [0.48, -0.15, -2.33], [-1.42, 1.32, -3.16], [1.00, 1.60, -4.03], [3.15, 0.09, -1.66], [-0.93, 0.39, 4.22], [1.57, 1.81, -4.95], [-0.50, 1.78, -4.31], [-0.13, -0.44, 0.51], [-2.30, 0.58, 0.63], [-2.63, -0.16, 4.01], [1.32, 2.31, -3.27], [-2.30, 0.83, -3.62], [-1.49, -0.34, 2.33], [-1.77, 1.71, 1.91], [-1.15, -1.76, 5.34], [1.57, -3.33, 1.64], [-3.24, 0.70, 2.15], [0.26, 3.08, -0.90], [2.43, -1.94, 2.34], [0.15, -2.18, 3.70], [2.68, 0.67, -0.86], [-0.42, -0.86, 1.70], [-0.70, 2.83, -4.56], [-2.23, 0.73, 1.71], [1.58, -2.24, 1.71]]}

=====

Entry 4:
{"formula": "C13H24Cl2O3Pb", "method": "ωB97M-V/def2-TZVPD", "homo_lumo_gap_ev": [3.443, 3.444], "homo_energy_ha": [0.017, 0.017], "charge": -2, "elements": ["O", "C", "H", "C", "H", "H", "H", "Cl", "C", "C", "H", "H", "H", "C", "H", "H", "C", "H", "H", "H", "C", "H", "H", "H", "H", "H", "H", "O", "O", "Pb", "H", "H", "H", "H", "C", "C", "H", "C", "H", "C", "C", "Cl", "C"], "coordinates": [[0.72, -0.96, 1.17], [-3.53, -1.96, 2.68], [-4.34, -0.08, 1.95], [3.69, 0.17, 0.23], [1.93, -2.26, -2.10], [1.48, -1.57, 1.14], [2.71, 3.60, 0.05], [-0.37, -3.16, -1.17], [0.38, 0.06, -3.66], [-4.71, -1.05, 2.29], [-3.27, -1.10, 4.66], [2.28, 2.42, 1.30], [3.81, 0.91, 1.02], [0.98, 1.76, -1.78], [-0.31, 0.83, -3.99], [-5.37, -0.91, 3.16], [2.64, 0.60, -0.74], [-0.19, -0.82, -3.37], [-2.02, -0.39, 3.28], [3.61, -1.77, -1.73], [-2.68, -1.42, 3.81], [-0.14, 3.53, -1.29], [3.41, -0.78, 0.71], [-0.95, 2.43, -2.44], [-3.99, -2.86, 3.13], [2.90, -1.49, -3.37], [0.42, 3.45, -3.00], [-2.77, -2.41, 1.55], [-1.75, 0.45, 2.54], [-1.07, -1.60, 0.45], [-0.74, 0.45, 2.34], [-1.91, -2.14, 4.09], [-5.27, -1.54, 1.50], [1.02, 3.33, 0.49], [1.17, 0.54, -2.50], [2.70, -1.51, -2.29], [4.65, 0.03, -0.28], [2.21, -0.17, -1.87], [1.05, -0.22, -4.45], [0.04, 2.84, -2.14], [1.89, 1.78, -0.67], [-2.31, 0.11, -1.04], [1.98, 2.86, 0.36]]}